# CH4BNO2

A single CH4BNO2 molecule at a distorted geometry (wB97M-V/def2-TZVPD, OMol25).

Geometry as ORCA input:
```
! RIJCOSX wB97M-V def2-TZVPD def2/J DEFGRID3
* xyz 0 3
B -1.10152 0.06026 0.64825
C -0.17647 -0.08482 -0.66932
N 1.17500 -0.05137 -0.10720
O 1.75893 -1.11300 0.04296
O 1.66844 1.04107 0.15127
H -1.99392 0.80246 0.57741
H -0.74941 -0.44918 1.68254
H -0.44204 -1.05693 -1.12104
H -0.13900 0.85151 -1.20487
*
```

ΔE to the lowest compared entry with this formula, charge and spin: 3.4608 eV
<S²>: 2.01
LUMO level (alpha / beta): -0.1 / -3.4 eV
Highest occupied orbital energy (alpha / beta): -7.502 / -10.954 eV

=====

# C4H7N3O

A single C4H7N3O molecule at a distorted geometry (wB97M-V/def2-TZVPD, OMol25).

Geometry as ORCA input:
```
! RIJCOSX wB97M-V def2-TZVPD def2/J DEFGRID3
* xyz 0 1
C -0.44851 -1.10799 -1.27873
N -0.36338 0.30073 0.70632
C 0.89234 0.27710 0.17411
C -1.24114 -0.59038 -0.11703
N 1.94375 1.04374 0.59152
C 0.92522 -0.68389 -0.78510
O -0.84348 1.43067 1.36983
N -2.48358 -0.79595 0.08854
H -0.52993 1.27646 2.27726
H 1.63884 1.95288 0.92523
H 2.69875 1.09706 -0.08347
H -2.74971 -0.32225 0.95921
H -0.73960 -0.63995 -2.22144
H -0.52657 -2.19525 -1.34756
H 1.82700 -1.04297 -1.25870
*
```

ΔE to the lowest compared entry with this formula, charge and spin: 3.0758 eV
LUMO level: 0.6 eV
Structure (SMILES): [H]/N=C1/CC=C(N)N1O
Highest occupied orbital energy: -7.431 eV

=====

# C19H62N4O10

10 unconnected molecules or ions with the total composition C19H62N4O10 at a distorted geometry (wB97M-V/def2-TZVPD, OMol25).

Geometry as ORCA input:
```
! RIJCOSX wB97M-V def2-TZVPD def2/J DEFGRID3
* xyz 0 1
C -5.60705 -1.07509 0.34025
C -4.30215 -1.06888 1.16389
C -3.72613 0.33923 1.26449
O -3.45604 0.82576 -0.05957
C -3.33775 2.24120 -0.10609
N -4.48591 -1.54526 2.54116
H -6.17092 -0.17086 0.57726
H -6.24053 -1.94470 0.56674
H -5.39990 -1.03168 -0.73157
H -3.56332 -1.72109 0.65440
H -2.78975 0.44601 1.88361
H -4.43001 0.97892 1.81060
H -2.58547 2.61154 0.63926
H -4.30804 2.72208 0.15283
H -2.99406 2.61150 -1.08426
H -5.36540 -1.37807 2.94481
H -4.26039 -2.53226 2.70521
C 4.81582 -1.07758 0.25021
C 3.90814 -0.47016 1.28094
C 3.99155 -1.26132 2.57245
O 3.69890 -2.63156 2.27556
C 2.91232 -3.27225 3.28353
N 4.07916 1.00280 1.44721
H 5.85242 -0.95231 0.55115
H 4.64528 -0.57935 -0.73106
H 4.61914 -2.13082 0.05506
H 2.88541 -0.54504 0.88342
H 3.23993 -0.93965 3.29463
H 4.92696 -1.08429 3.08179
H 2.64972 -4.28895 2.93828
H 2.04147 -2.69903 3.52332
H 3.52628 -3.31824 4.22685
H 4.98332 1.08484 1.92737
H 3.36550 1.33809 2.11474
C -0.55085 1.95045 5.08619
C -0.83729 1.61955 3.63410
C -0.32541 2.69701 2.67270
O -1.05595 3.88807 2.84332
C -0.52361 4.93305 2.09054
N -0.21739 0.27062 3.35332
H 0.51197 1.93814 5.32205
H -0.93093 1.16692 5.75013
H -1.07172 2.89890 5.40168
H -1.92117 1.50534 3.54137
H -0.36066 2.28273 1.62327
H 0.81948 2.86375 2.79671
H -0.52800 5.88397 2.60407
H -1.07545 5.07117 1.13506
H 0.51718 4.67010 1.98266
H -0.55828 -0.34399 4.05128
H 0.78748 0.25045 3.43803
C -1.38394 -5.16896 -3.37725
C -0.03533 -5.27930 -4.05258
C 0.91665 -4.32104 -3.32788
O 0.58353 -2.94163 -3.45097
C 1.42749 -2.19498 -2.64883
N 0.47521 -6.61824 -3.94493
H -1.78471 -4.17475 -3.41929
H -1.32210 -5.52166 -2.34528
H -2.09724 -5.82286 -3.94103
H -0.24317 -4.89341 -5.05710
H 1.96196 -4.44995 -3.59530
H 0.87648 -4.41698 -2.25782
H 2.46695 -2.29094 -3.02896
H 1.27485 -2.54716 -1.59761
H 1.26994 -1.11392 -2.68740
H -0.15748 -7.27888 -4.36292
H 1.34989 -6.64306 -4.39133
O 3.45662 0.84198 -2.52311
H 4.09587 1.37830 -1.99709
H 2.57794 1.10037 -2.26702
O -0.07769 -0.32807 0.57805
H -0.98252 -0.34268 0.23434
H -0.25271 -0.27436 1.56250
O 0.91335 1.38460 -1.12673
H 0.73809 0.61875 -0.51636
H 1.40664 2.02695 -0.57480
C 2.12343 4.81946 -0.83002
O 2.36091 3.62524 -0.09136
H 1.97524 4.55367 -1.92153
H 1.24672 5.37513 -0.55088
H 2.94519 5.53683 -0.72367
H 3.17850 3.67711 0.41341
C -0.49669 3.86246 -3.57481
O -0.66840 3.54643 -2.19427
H 0.59461 3.96288 -3.82181
H -0.78579 3.01713 -4.20733
H -1.09814 4.72315 -3.83037
H -0.22837 2.69727 -1.99747
C -2.17028 -0.36165 -3.28383
O -3.30521 -0.66277 -2.51683
H -2.27687 -0.84950 -4.26869
H -2.08025 0.71455 -3.43011
H -1.31569 -0.87202 -2.87971
H -3.25142 -0.12318 -1.73898
*
```

ΔE to the lowest compared entry with this formula, charge and spin: 2.3461 eV
LUMO level: 0.3 eV
Structure (SMILES): COC[C@H](C)N.COC[C@H](C)N.COC[C@H](C)N.COC[C@H](C)N.CO.CO.CO.O.O.O
Highest occupied orbital energy: -9.222 eV

=====

# C19H20BCl4NO

2 unconnected molecules or ions with the total composition C19H20BCl4NO at a distorted geometry (wB97M-V/def2-TZVPD, OMol25).

Geometry as ORCA input:
```
! RIJCOSX wB97M-V def2-TZVPD def2/J DEFGRID3
* xyz 0 1
Cl 2.73827 -2.85997 -3.07786
B 2.66974 -1.08094 -2.66490
Cl 4.34066 -0.25548 -2.63713
Cl 1.47643 -0.15204 -3.78809
O 2.07708 -1.01018 -1.25953
C 1.71486 0.12365 -0.77171
C 2.35549 0.62931 0.44137
C 2.76940 1.97482 0.50968
C 3.56466 2.40344 1.56819
C 3.89691 1.50888 2.58669
Cl 4.91512 2.02192 3.90121
C 3.40894 0.19571 2.57467
C 2.64167 -0.24721 1.49952
H 1.15058 0.80084 -1.42915
H 2.43242 2.67600 -0.26262
H 3.94893 3.42394 1.61385
H 3.65413 -0.47618 3.39541
H 2.23578 -1.26228 1.46437
C -1.58241 -4.39140 -1.12463
C -0.96913 -3.61933 -2.12214
C -0.60223 -2.29586 -1.87400
C -0.75850 -1.74462 -0.59538
N -0.45767 -0.39460 -0.36442
C -1.24199 0.47516 0.15503
C -0.76702 1.91651 0.28613
C -1.85590 2.93643 -0.08058
C -3.14293 2.69122 0.70144
C -3.69151 1.28825 0.42850
C -2.65919 0.17371 0.63252
C -1.23507 -2.57736 0.43858
C -1.73943 -3.84969 0.15959
H -1.93785 -5.39823 -1.36252
H -0.78157 -4.06410 -3.09369
H -0.17797 -1.66245 -2.65596
H -0.43623 2.05222 1.33411
H 0.10996 2.07910 -0.34639
H -1.47955 3.95001 0.10242
H -2.05354 2.86691 -1.16048
H -2.94458 2.79698 1.77633
H -3.89372 3.44096 0.42462
H -4.56941 1.09587 1.05472
H -4.06209 1.24481 -0.60313
H -3.01706 -0.72145 0.11475
H -2.58529 -0.08693 1.70288
H -1.22740 -2.19134 1.45799
H -2.23180 -4.42501 0.94974
*
```

ΔE to the lowest compared entry with this formula, charge and spin: 0.0000 eV
LUMO level: -0.9 eV
Highest occupied orbital energy: -8.989 eV

=====

- Which of these has the lowest ΔE to the lowest compared entry with this formula, charge and spin?
  C19H20BCl4NO